(1)
{
  "formula": "C17H17NSr",
  "method": "ωB97M-V/def2-TZVPD",
  "symbols": ["C", "C", "C", "C", "C", "Sr", "N", "C", "C", "H", "H", "H", "H", "H", "H", "H", "H", "H", "H", "C", "C", "C", "C", "C", "C", "C", "C", "C", "C", "H", "H", "H", "H", "H", "H", "H"],
  "xyz": [[-0.0580, 1.3214, -3.6999], [-1.4189, 1.5047, -3.3107], [-1.9122, 0.2500, -2.8219], [-0.8410, -0.6979, -2.8916], [0.2997, -0.0336, -3.4381], [-0.3684, 0.9406, -0.6959], [1.7970, 1.8391, -0.9235], [1.3132, 3.1986, -0.5527], [-0.1160, 3.5042, -0.6185], [-2.9413, 0.0462, -2.4991], [-1.9936, 2.4357, -3.4176], [-0.9037, -1.7641, -2.6436], [1.2628, -0.4975, -3.6914], [0.5838, 2.0807, -4.1714], [-0.4876, 3.9685, -1.5172], [1.6033, 3.3952, 0.5107], [2.8120, 1.8953, -0.9038], [-0.7182, 3.3269, 0.2713], [1.8068, 3.9207, -1.2488], [-1.8721, -1.9651, 3.7869], [-2.3086, -0.9888, 2.8652], [-1.4882, -0.6186, 1.8105], [-0.1890, -1.2228, 1.6307], [0.6948, -0.9731, 0.5838], [1.9430, -1.4371, 0.4271], [2.4036, -2.4224, 1.3815], [1.5651, -2.7915, 2.4227], [0.2697, -2.2164, 2.6009], [-0.6141, -2.5577, 3.6503], [-2.5365, -2.2443, 4.6065], [-3.2979, -0.5277, 2.9820], [-1.8754, 0.1444, 1.1058], [2.5996, -1.0936, -0.3788], [3.3985, -2.8651, 1.2719], [1.8805, -3.5422, 3.1468], [-0.2930, -3.3125, 4.3700]],
  "forces_ev_per_angstrom": [[-0.620, -0.484, -0.083], [0.206, -0.548, -0.426], [0.124, 0.037, -0.628], [-0.084, 0.195, -0.641], [-0.694, 0.161, -0.270], [1.085, 0.506, -1.360], [-0.196, 0.159, 0.169], [1.661, 0.131, 0.224], [-0.990, 0.226, 0.075], [0.441, 0.065, -0.078], [0.342, -0.510, 0.211], [0.057, 0.514, 0.021], [-0.471, 0.288, 0.403], [-0.318, -0.424, 0.588], [-0.606, 0.054, 0.073], [0.496, 0.370, -0.286], [-0.027, -0.173, 0.012], [-0.376, 0.659, 0.098], [0.153, 0.126, 0.526], [0.801, -0.367, -0.111], [0.234, 0.284, -0.459], [0.080, -0.378, 0.166], [0.831, -1.851, 1.506], [-1.698, 2.288, -1.765], [1.016, -1.966, 1.672], [-0.495, 0.665, -0.372], [0.066, -0.033, -0.034], [-0.787, 0.785, -0.355], [-0.678, 0.111, 0.400], [0.239, -0.034, -0.134], [0.424, -0.178, -0.038], [0.223, -0.640, 0.585], [-0.168, -0.095, 0.132], [-0.181, -0.050, 0.205], [0.015, 0.043, -0.048], [-0.104, 0.063, 0.023]],
  "charge": -2,
  "de_lowest_kj_mol": 0.0
}

***

(2)
{
  "formula": "C17H18BNO4",
  "method": "ωB97M-V/def2-TZVPD",
  "symbols": ["O", "O", "O", "O", "B", "C", "C", "C", "C", "C", "C", "C", "C", "C", "C", "C", "C", "C", "N", "C", "C", "C", "C", "H", "H", "H", "H", "H", "H", "H", "H", "H", "H", "H", "H", "H", "H", "H", "H", "H", "H"],
  "xyz": [[3.8285, -3.8650, -3.4041], [-3.1599, 0.7932, -0.1046], [0.5728, 1.4650, -1.9525], [-1.2572, 1.4971, 1.2737], [-2.6443, 1.2965, 1.1111], [4.3499, -3.7626, -2.3123], [-5.3040, 2.5839, 4.2087], [-5.8105, 2.3999, 2.9273], [-3.9680, 2.3586, 4.4914], [1.6295, -0.5115, -2.8424], [2.3132, 0.2942, -0.6655], [-4.9844, 2.0405, 1.8915], [-3.1365, 1.9455, 3.4558], [2.4485, -1.6275, -2.6757], [3.1653, -0.7276, -0.5419], [1.5228, 0.4355, -1.8088], [-3.6703, 1.7765, 2.2019], [3.2520, -1.6811, -1.5449], [4.0965, -2.7753, -1.3721], [5.4010, -4.7763, -1.9697], [-1.9694, 0.5229, -0.7877], [0.0902, 2.0008, -0.7280], [-0.7474, 0.9853, 0.0493], [-5.9315, 3.0255, 4.9688], [-6.8575, 2.5313, 2.6965], [-3.5840, 2.6196, 5.4655], [1.0467, -0.4368, -3.7403], [2.3569, 1.0715, 0.0664], [-5.2508, 1.9431, 0.8507], [-2.0686, 1.8836, 3.5991], [2.4617, -2.4065, -3.4112], [3.7726, -0.7534, 0.3515], [4.6322, -2.8265, -0.4977], [5.0266, -5.8093, -1.9926], [6.2253, -4.7331, -2.6732], [5.8155, -4.6059, -0.9814], [-1.9072, -0.5566, -1.0006], [-1.9708, 1.0612, -1.7454], [-0.5845, 2.8107, -1.0349], [0.9248, 2.4065, -0.1740], [-0.1257, 0.1065, 0.3524]],
  "forces_ev_per_angstrom": [[-0.374, 0.332, 0.003], [1.499, 0.817, 2.391], [0.752, -1.050, 0.097], [-2.144, -0.290, -0.993], [-1.501, 1.157, 0.483], [0.344, -0.273, -0.174], [-0.140, 0.247, 0.051], [-0.742, 0.134, -0.293], [0.051, 0.343, -0.306], [-0.048, 0.208, 1.108], [-1.231, 1.909, -0.927], [0.335, -0.428, 0.284], [-0.382, 0.598, 1.145], [-0.348, 1.398, 0.136], [1.228, -1.290, 0.006], [-0.667, -0.028, -0.642], [2.170, -0.694, -1.312], [-0.293, -0.868, -0.137], [1.116, -1.178, 0.270], [0.394, -0.383, 1.037], [1.097, -0.797, -1.941], [-0.553, 0.300, -0.335], [1.119, -1.428, -0.081], [-0.207, -0.260, 0.140], [-0.168, 0.312, 0.288], [0.097, -0.167, 0.136], [-0.344, 0.218, -0.130], [-0.310, 0.221, 0.450], [-0.583, -0.036, 0.038], [0.085, -0.317, 0.098], [0.116, 0.029, -0.076], [0.246, -0.320, -0.024], [-0.460, 0.028, -0.815], [-0.203, 0.458, -0.104], [-0.038, 0.194, -0.249], [0.167, -0.059, 0.252], [0.009, 0.334, -0.021], [-0.014, -0.211, 0.079], [0.266, 0.015, 0.171], [-0.051, 0.231, 0.486], [-0.290, 0.592, -0.587]],
  "de_lowest_kj_mol": 30.8
}

***

(3)
{
  "formula": "C17H18BiN4O6S",
  "method": "ωB97M-V/def2-TZVPD",
  "symbols": ["Bi", "N", "C", "O", "C", "C", "H", "H", "H", "H", "H", "H", "O", "C", "N", "C", "O", "C", "C", "C", "C", "N", "C", "H", "H", "H", "H", "H", "H", "H", "H", "O", "S", "O", "N", "C", "O", "C", "C", "C", "C", "C", "C", "H", "H", "H", "H"],
  "xyz": [[0.9718, 2.1997, -0.1195], [1.6349, 5.2593, -3.2367], [1.4966, 4.1230, -2.5660], [0.5546, 3.9568, -1.7694], [2.4832, 3.0038, -2.8057], [2.7032, 2.1646, -1.5503], [0.9523, 5.9915, -3.1156], [2.3894, 5.4000, -3.8860], [3.4192, 3.3932, -3.2087], [2.0381, 2.3983, -3.6003], [3.5344, 2.5569, -0.9601], [2.9336, 1.1251, -1.7720], [-3.3689, 1.1179, 1.4368], [-4.2518, 0.3084, 0.6997], [-3.8936, -1.0899, 0.6644], [-2.9247, -1.7043, -0.0568], [-2.7268, -2.9002, -0.0111], [-2.0280, -0.8955, -0.9694], [-1.7158, -1.4314, -2.2125], [-0.7709, -0.8073, -3.0123], [-0.1086, 0.2950, -2.5178], [-0.3928, 0.7987, -1.3097], [-1.3518, 0.2359, -0.5535], [-3.1912, 0.7020, 2.2956], [-4.2716, 0.7200, -0.3096], [-5.2620, 0.3548, 1.1092], [-4.3647, -1.7147, 1.3022], [-2.2035, -2.3431, -2.5320], [-0.5209, -1.1900, -3.9910], [0.6725, 0.7854, -3.0805], [-1.5605, 0.6873, 0.4074], [-1.7464, -0.9753, 2.9277], [-0.4054, -0.5924, 3.2857], [-0.1756, 0.0406, 4.5434], [0.2213, 0.3376, 2.0620], [1.2096, -0.2752, 1.4808], [1.8450, 0.2469, 0.4816], [1.5488, -1.6239, 1.9946], [2.5082, -2.5150, 1.5513], [2.5834, -3.7488, 2.1863], [1.7181, -4.0729, 3.2277], [0.7506, -3.1757, 3.6698], [0.6957, -1.9561, 3.0322], [3.1753, -2.2528, 0.7416], [3.3227, -4.4708, 1.8674], [1.7967, -5.0420, 3.7014], [0.0768, -3.4252, 4.4776]],
  "forces_ev_per_angstrom": [[0.034, 0.005, 0.012], [-0.006, -0.009, -0.051], [-0.070, -0.018, 0.016], [0.000, -0.021, -0.008], [0.021, -0.002, 0.049], [-0.042, -0.018, -0.042], [-0.003, -0.005, 0.001], [0.003, 0.001, 0.005], [0.000, 0.019, 0.020], [0.025, 0.012, -0.034], [0.016, -0.010, 0.000], [0.003, -0.004, -0.006], [0.114, 0.004, 0.179], [-0.027, -0.110, -0.027], [-0.025, 0.041, -0.056], [0.039, -0.004, 0.046], [-0.039, -0.012, -0.058], [-0.028, 0.016, 0.003], [-0.013, -0.016, 0.008], [0.017, 0.023, -0.005], [-0.016, -0.007, -0.003], [0.032, 0.033, 0.110], [-0.121, 0.028, -0.063], [-0.022, -0.024, -0.121], [0.032, 0.003, 0.006], [-0.005, 0.024, -0.023], [0.041, -0.006, 0.026], [-0.004, -0.003, 0.010], [0.000, 0.002, -0.002], [0.016, -0.005, 0.010], [-0.005, -0.016, -0.022], [-0.058, 0.141, -0.019], [0.046, -0.034, -0.015], [-0.035, -0.002, 0.027], [0.034, -0.018, 0.022], [0.079, -0.016, -0.002], [-0.004, 0.011, 0.023], [-0.058, 0.021, -0.029], [0.017, 0.014, 0.037], [-0.009, 0.006, 0.013], [0.011, -0.012, -0.007], [0.038, 0.046, 0.018], [-0.019, -0.060, -0.032], [-0.004, -0.007, -0.010], [0.002, -0.004, 0.002], [0.004, -0.003, -0.003], [-0.008, -0.004, -0.005]],
  "charge": 1
}

***

(4)
{
  "formula": "C17H18BrF5KNO5STe",
  "method": "ωB97M-V/def2-TZVPD",
  "symbols": ["K", "N", "C", "O", "C", "C", "H", "H", "H", "H", "H", "H", "C", "S", "O", "C", "C", "C", "C", "C", "C", "H", "H", "H", "H", "H", "H", "H", "H", "Br", "C", "C", "C", "C", "C", "C", "C", "O", "O", "H", "H", "H", "H", "F", "Te", "F", "F", "F", "F", "O"],
  "xyz": [[0.8490, -0.0045, -0.6508], [-2.4332, -1.4697, -1.9596], [-1.9919, -0.6700, -0.9576], [-1.2272, -1.0837, -0.0934], [-2.4747, 0.7627, -0.9754], [-1.7177, 1.4719, -2.1349], [-1.7752, -2.2238, -2.2253], [-2.8501, -1.0155, -2.7572], [-2.2205, 1.2173, -0.0175], [-3.5524, 0.8286, -1.1464], [-1.9464, 2.5491, -2.0882], [-2.1703, 1.1119, -3.0837], [1.1648, -0.7188, 3.6510], [-0.1482, -0.2924, 2.4623], [-0.9367, 0.7802, 3.1300], [-1.0698, -1.8251, 2.8088], [-2.1282, -1.7946, 3.6985], [-2.8384, -2.9572, 3.9664], [-2.4943, -4.1424, 3.3316], [-1.4356, -4.1639, 2.4309], [-0.7253, -3.0044, 2.1636], [0.7169, -0.8287, 4.6383], [1.8858, 0.0974, 3.6067], [1.6351, -1.6401, 3.3097], [-2.3810, -0.8488, 4.1647], [-3.6635, -2.9398, 4.6696], [-3.0526, -5.0502, 3.5290], [-1.1723, -5.0865, 1.9281], [0.0800, -3.0060, 1.4386], [2.6881, 4.7807, -3.8787], [2.6916, 3.7191, -2.3011], [1.5686, 3.7041, -1.4980], [1.5934, 2.9558, -0.3301], [2.7226, 2.2282, 0.0262], [3.8326, 2.2534, -0.8093], [3.8281, 3.0014, -1.9768], [2.7104, 1.3374, 1.2690], [3.2538, 1.7534, 2.3047], [2.1281, 0.2339, 1.0895], [0.6818, 4.2497, -1.7873], [0.7189, 2.9383, 0.3115], [4.7157, 1.6852, -0.5421], [4.6884, 3.0184, -2.6315], [1.3106, 1.0163, -4.1370], [-0.0272, -0.3139, -3.7001], [0.9615, -1.2461, -5.0958], [1.5540, -0.7931, -2.5524], [-0.8765, 0.6759, -5.3539], [-0.3116, -2.4885, -3.1547], [-0.3587, 1.2375, -2.0898]],
  "forces_ev_per_angstrom": [[-0.096, -0.502, 0.834], [0.007, -0.240, 0.187], [-0.822, -0.194, 0.134], [-0.837, -0.356, -0.012], [0.365, 0.148, -0.223], [-0.228, 0.208, 0.210], [0.018, 0.173, -0.101], [-0.048, 0.074, 0.057], [-0.030, -0.018, 0.020], [-0.035, -0.064, 0.055], [-0.006, -0.021, -0.057], [-0.033, 0.130, 0.019], [-0.064, 0.250, -0.334], [-0.153, -0.759, 0.977], [-0.208, 0.376, 0.076], [0.015, 0.039, -0.102], [0.014, 0.142, 0.045], [-0.018, -0.074, -0.012], [0.014, -0.014, 0.027], [0.008, -0.021, 0.022], [0.059, 0.012, -0.024], [-0.083, -0.032, -0.027], [0.024, -0.028, -0.014], [0.053, 0.021, 0.034], [0.006, 0.000, -0.026], [-0.008, 0.020, -0.021], [-0.005, 0.012, 0.011], [-0.002, 0.023, -0.030], [-0.032, -0.005, -0.022], [-0.010, 0.018, -0.083], [-0.025, 0.085, 0.027], [0.045, 0.012, 0.017], [0.109, 0.115, 0.062], [0.016, 0.040, 0.232], [0.084, 0.067, -0.040], [-0.026, -0.038, 0.058], [0.311, 0.022, 0.198], [-0.007, 0.073, -0.079], [2.062, 0.528, 2.083], [-0.010, -0.020, -0.014], [-0.010, -0.044, -0.042], [-0.026, -0.028, -0.003], [-0.002, -0.014, -0.010], [-0.428, -0.019, 0.203], [2.678, 0.173, -2.510], [-0.490, 0.091, 0.353], [-0.009, -0.640, -1.708], [-0.248, -0.332, 0.557], [-0.382, -0.053, 0.104], [-1.506, 0.665, -1.103]],
  "charge": -2,
  "de_lowest_kj_mol": 184.3
}

***

(5)
{
  "formula": "C17H18Cl16N4OS",
  "method": "ωB97M-V/def2-TZVPD",
  "symbols": ["C", "C", "C", "C", "C", "C", "N", "C", "C", "C", "O", "C", "N", "S", "N", "C", "C", "C", "N", "H", "H", "H", "H", "H", "H", "H", "H", "H", "H", "H", "H", "H", "H", "H", "H", "H", "H", "C", "Cl", "Cl", "Cl", "Cl", "C", "Cl", "Cl", "Cl", "Cl", "C", "Cl", "Cl", "Cl", "Cl", "C", "Cl", "Cl", "Cl", "Cl"],
  "xyz": [[2.5844, 2.8313, 2.1454], [3.7655, 1.8068, 1.8915], [3.6904, 1.0843, 0.4768], [2.3274, 0.3604, 0.2108], [1.4088, -0.0672, 1.3543], [0.1401, -0.7387, 1.1543], [-0.7980, -1.1447, 2.1739], [-0.1699, -1.3882, 3.4928], [-1.9601, -0.2662, 2.2501], [-1.7631, 1.2357, 1.7653], [-3.0425, -0.6518, 2.6339], [-0.2609, -1.0054, -0.2852], [-1.4561, -1.6243, -0.6816], [-1.3774, -1.6345, -2.3464], [0.0776, -0.8900, -2.7266], [0.6008, -0.6025, -1.4641], [1.9133, 0.0981, -1.1765], [2.8022, 0.5230, -2.3953], [2.5514, 1.9818, -2.6647], [2.0732, 3.1184, 1.1860], [1.7920, 2.3012, 2.7609], [2.8838, 3.7254, 2.7588], [3.8023, 1.0508, 2.7333], [4.7364, 2.3802, 1.9278], [3.8115, 1.9001, -0.2940], [4.5505, 0.3679, 0.3142], [1.7552, 0.1876, 2.3819], [-1.0109, -1.3680, 4.2538], [0.5627, -0.6063, 3.8273], [0.2461, -2.4495, 3.5491], [-0.8464, 1.6070, 2.3087], [-2.6826, 1.7996, 2.0571], [-1.6274, 1.2967, 0.6446], [2.5649, -0.0439, -3.3368], [3.8961, 0.3728, -2.1935], [2.3565, 2.3793, -1.7350], [1.6468, 2.0277, -3.1601], [-0.6022, 3.3630, -5.2357], [0.9048, 3.6924, -6.1083], [-1.8893, 2.9901, -6.3959], [-0.3659, 1.9782, -4.1517], [-1.0582, 4.7875, -4.2833], [0.1625, -5.6116, 4.2769], [1.1614, -6.6766, 3.2713], [-0.9398, -4.6850, 3.2427], [-0.7786, -6.5885, 5.4182], [1.2101, -4.4979, 5.1780], [-6.0396, 1.5925, 1.8674], [-5.0626, 3.0615, 1.6675], [-5.7181, 0.4827, 0.5233], [-5.6217, 0.8045, 3.3971], [-7.7593, 2.0287, 1.8756], [-1.8295, -3.3355, -6.0677], [-0.8120, -4.3893, -7.0662], [-2.9004, -2.3840, -7.1128], [-2.8049, -4.3253, -4.9659], [-0.8009, -2.2428, -5.1234]],
  "forces_ev_per_angstrom": [[-0.567, -0.922, 0.457], [0.328, 0.155, -0.103], [-0.550, 0.391, 0.273], [-2.172, -1.277, -1.809], [-0.959, -0.626, -1.668], [1.967, 0.918, -1.816], [1.030, 1.226, -0.093], [-0.943, -0.937, 1.306], [-0.940, 0.849, -0.967], [0.032, -0.936, 0.361], [1.621, 0.061, 0.032], [-0.353, -0.166, -0.649], [3.211, 1.676, -1.273], [0.472, 0.446, 1.459], [-0.655, -0.356, 4.071], [0.420, 0.552, 1.231], [0.083, -0.769, 1.468], [-0.299, 0.254, 0.374], [-0.467, -0.698, 0.339], [0.644, 0.008, 0.891], [0.754, 0.730, -0.723], [-0.129, -0.830, -0.884], [0.008, 0.790, -0.942], [-0.894, -0.727, -0.073], [-0.091, -0.897, 0.702], [-0.918, 0.709, 0.358], [-0.406, -0.422, -1.043], [0.933, -0.079, -0.845], [-0.508, -0.733, -0.489], [-0.205, 1.800, -0.244], [-0.910, -0.060, -0.789], [0.932, -0.514, -0.212], [0.015, -0.086, 1.298], [0.060, 0.374, 1.104], [-1.036, 0.083, -0.007], [0.126, 0.131, -0.671], [0.889, 0.139, 0.436], [0.028, 0.102, -0.072], [-0.178, -0.057, 0.131], [0.145, 0.020, 0.154], [-0.437, 0.000, -0.298], [0.049, -0.163, -0.092], [-0.106, -0.054, -0.080], [-0.096, 0.129, 0.121], [0.076, -0.256, 0.098], [0.119, 0.119, -0.117], [-0.074, -0.129, -0.052], [-0.015, -0.189, 0.120], [-0.154, -0.061, 0.002], [-0.001, 0.150, 0.150], [-0.190, 0.235, -0.206], [0.168, -0.015, -0.028], [-0.004, 0.023, -0.050], [-0.114, 0.119, 0.119], [0.110, -0.103, 0.118], [0.106, 0.116, -0.096], [0.046, -0.244, -0.782]]
}

***

HOMO energy, record by record: 1.681 -8.152 -12.069 -2.880 -8.342 eV